Record 1
{
  "formula": "C23H30N4O3PPdTe",
  "method": "ωB97M-V with the def2-TZVPD basis set",
  "species": ["Pd", "C", "C", "C", "C", "C", "C", "C", "N", "N", "C", "C", "C", "C", "C", "C", "N", "C", "C", "C", "C", "C", "C", "N", "H", "H", "H", "H", "H", "H", "H", "H", "H", "H", "H", "H", "H", "H", "H", "H", "H", "H", "H", "H", "C", "C", "O", "P", "O", "Te", "O", "C", "C", "H", "H", "H", "H", "H", "H", "H", "H", "H", "H"],
  "positions_angstrom": [[0.09840, 0.46994, -0.07322], [-1.01477, -2.22038, -1.20112], [-2.31347, -1.81225, -0.49947], [-2.83176, -0.46230, -0.91375], [-4.19716, -0.22887, -1.01511], [-4.64752, 1.01674, -1.41558], [-3.71529, 1.99219, -1.73429], [-2.37500, 1.68914, -1.59744], [-1.94160, 0.49635, -1.17953], [0.20297, -1.81569, -0.47953], [1.38970, -1.98595, -1.33336], [1.57942, -0.89893, -2.35824], [2.32117, -1.12977, -3.50849], [2.55013, -0.07738, -4.37847], [2.03460, 1.17348, -4.07261], [1.30685, 1.32049, -2.90665], [1.08054, 0.30208, -2.07872], [0.38435, -2.60626, 0.74468], [1.30897, -1.94445, 1.73851], [1.60756, -2.57180, 2.94052], [2.45680, -1.93525, 3.82833], [2.99110, -0.70385, 3.47819], [2.63106, -0.15061, 2.26303], [1.79937, -0.75331, 1.41359], [-0.98149, -1.76080, -2.18958], [-1.00312, -3.30867, -1.34148], [-2.17636, -1.79445, 0.58476], [-3.07902, -2.55728, -0.71173], [-4.89791, -1.02047, -0.78511], [-5.70721, 1.22053, -1.49062], [-4.02106, 2.97180, -2.07321], [-1.61179, 2.41998, -1.82240], [1.35944, -2.96206, -1.83168], [2.26766, -1.96491, -0.68638], [2.71886, -2.11644, -3.70662], [3.12383, -0.23049, -5.28265], [2.19417, 2.02163, -4.72289], [0.90243, 2.27873, -2.60683], [0.77502, -3.59905, 0.48603], [-0.57957, -2.76145, 1.22557], [1.17632, -3.53754, 3.17336], [2.70232, -2.39266, 4.77763], [3.66856, -0.17743, 4.13558], [3.01303, 0.80952, 1.94098], [2.40273, 5.25215, 3.35909], [2.35931, 3.99841, 2.51594], [1.28411, 4.13532, 1.55757], [0.82439, 2.83333, 0.75784], [1.98417, 2.05717, 0.23641], [-0.78006, 1.56690, 2.09091], [-0.01670, 3.47449, -0.45171], [-0.39386, 4.86422, -0.57643], [0.45873, 5.53874, -1.63121], [3.23718, 5.19610, 4.05728], [1.47572, 5.36550, 3.91986], [2.53592, 6.12581, 2.72161], [2.17969, 3.11665, 3.13881], [3.29137, 3.85087, 1.96978], [-0.28956, 5.36317, 0.38396], [-1.44757, 4.87263, -0.85934], [1.50826, 5.51940, -1.33620], [0.14783, 6.57629, -1.75369], [0.35477, 5.03239, -2.59213]],
  "forces_ev_per_a": [[0.1, -2.2, -1.2], [-0.2, -0.1, 0.0], [0.1, 0.1, 0.0], [-0.1, 0.0, -0.1], [0.0, 0.0, -0.1], [0.1, 0.0, 0.0], [0.0, 0.0, 0.0], [-0.1, 0.0, -0.1], [0.2, 0.2, 0.2], [-0.1, 0.4, 0.1], [0.1, 0.0, -0.1], [0.0, 0.0, -0.1], [0.0, 0.0, 0.0], [0.0, 0.0, 0.0], [0.0, 0.0, 0.0], [0.0, 0.0, -0.1], [0.0, -0.1, 0.2], [0.0, 0.1, 0.1], [0.1, 0.0, 0.0], [0.0, 0.0, 0.0], [0.0, 0.0, 0.0], [0.0, 0.0, 0.0], [0.1, 0.0, 0.1], [-0.1, 0.0, -0.1], [0.0, 0.0, 0.0], [0.0, 0.0, 0.0], [0.0, -0.1, 0.0], [0.0, 0.0, 0.1], [0.0, 0.0, 0.0], [0.0, 0.0, 0.0], [0.0, 0.0, 0.0], [0.0, 0.0, 0.1], [0.0, 0.0, 0.0], [0.0, 0.0, 0.0], [0.0, 0.0, 0.0], [0.0, 0.0, 0.0], [0.0, 0.0, 0.0], [0.0, 0.0, 0.0], [0.0, 0.0, 0.0], [0.0, 0.0, 0.0], [0.0, 0.0, 0.0], [0.0, 0.0, 0.0], [0.0, 0.0, 0.0], [-0.1, 0.0, 0.0], [-0.1, -0.1, -0.2], [0.1, 0.1, 0.2], [-0.1, -0.2, -0.1], [0.0, 1.4, 0.2], [-0.2, 0.0, 0.1], [0.0, 0.4, 0.5], [0.3, 0.1, 0.3], [0.0, 0.2, -0.1], [0.0, -0.2, 0.1], [0.0, 0.0, 0.0], [0.0, 0.0, 0.0], [0.0, 0.0, 0.0], [-0.1, 0.0, 0.0], [0.0, 0.0, 0.0], [0.0, 0.0, 0.0], [0.0, -0.1, 0.0], [0.0, 0.0, 0.0], [0.0, 0.0, 0.0], [0.0, 0.0, 0.0]],
  "homo_energy_ev": [-10.266, -10.180],
  "total_charge": 1,
  "gap_ev": [8.3, 6.0],
  "spin_multiplicity": 3
}


Record 2
{
  "formula": "C4H9NO",
  "method": "ωB97M-V with the def2-TZVPD basis set",
  "species": ["C", "C", "N", "C", "O", "C", "H", "H", "H", "H", "H", "H", "H", "H", "H"],
  "positions_angstrom": [[2.10068, 0.23708, 0.81914], [1.37992, -0.06637, -0.68602], [-0.07667, -0.11227, -0.81768], [-0.55975, -0.15964, 0.34548], [-1.85335, -0.16458, 0.66929], [-2.75507, -0.08974, -0.43265], [1.75426, 0.16425, 1.90023], [2.96689, -0.41810, 0.85813], [2.42734, 1.28131, 0.81138], [1.74385, -1.01116, -1.13526], [1.71321, 0.72018, -1.38431], [0.14958, -0.16614, 1.16300], [-3.75913, -0.09526, -0.00599], [-2.63047, -0.94797, -1.09728], [-2.60128, 0.82838, -1.00746]],
  "forces_ev_per_a": [[0.3, 0.1, -0.7], [0.6, 0.1, 0.4], [0.3, 0.1, 0.9], [-0.4, 0.1, -0.1], [-0.1, -0.1, -0.1], [-0.3, 0.0, -0.1], [-0.7, -0.4, -1.6], [0.4, 0.2, -0.3], [0.2, -0.2, -0.3], [0.2, 0.4, 0.6], [0.2, -0.2, 0.6], [-1.1, -0.1, 0.6], [0.2, 0.0, 0.0], [0.0, 0.1, 0.1], [0.1, -0.1, 0.1]],
  "homo_energy_ev": -9.587,
  "smiles": "CC/N=C/OC",
  "gap_ev": 10.6,
  "de_lowest_kj_mol": 255.7
}


Record 3
{
  "formula": "C24H33ClFN5O9P",
  "method": "ωB97M-V with the def2-TZVPD basis set",
  "species": ["C", "C", "N", "C", "O", "N", "O", "C", "C", "O", "N", "C", "O", "F", "C", "C", "P", "O", "Cl", "C", "O", "C", "O", "C", "C", "C", "C", "C", "C", "H", "H", "H", "H", "H", "H", "H", "H", "H", "H", "H", "C", "C", "C", "O", "C", "N", "H", "H", "H", "H", "H", "H", "H", "H", "H", "H", "H", "C", "C", "C", "O", "C", "N", "H", "H", "H", "H", "H", "H", "H", "H", "H", "H", "H"],
  "positions_angstrom": [[0.10722, -0.54325, -1.48616], [0.83086, -0.20687, -2.55729], [0.42350, 0.72997, -3.58793], [1.17962, 1.84452, -3.76417], [2.23220, 2.02818, -2.95320], [1.74997, 2.59869, -1.63839], [2.07724, 3.67893, -1.53235], [0.90136, 2.78909, -4.70225], [1.71573, 4.06921, -4.88315], [2.90535, 4.09509, -4.87961], [0.93204, 5.30887, -5.08210], [-0.09571, 5.35933, -4.12966], [0.04872, 5.32723, -2.94566], [-1.34465, 5.42199, -4.66310], [-0.20204, 2.57672, -5.55137], [-0.97331, 1.44549, -5.37453], [-2.46912, 1.15144, -6.47060], [-2.77636, 2.69121, -6.98522], [-1.76012, 0.20715, -8.16036], [-0.64538, 0.55337, -4.36950], [-1.42049, -0.52513, -4.17725], [-2.69580, -0.22707, -3.59729], [-3.47122, -1.12780, -3.49917], [-3.09343, 1.16416, -3.17474], [-4.28368, 1.64731, -3.69248], [-4.74954, 2.90699, -3.41635], [-4.03577, 3.73309, -2.55697], [-2.85022, 3.25730, -2.03719], [-2.36969, 2.00598, -2.33946], [0.06796, -1.60167, -1.22635], [-0.39441, 0.15347, -0.81317], [1.82464, -0.64460, -2.66714], [0.52189, 5.20484, -6.01245], [-0.44721, 3.31571, -6.31011], [-2.69588, 3.30686, -6.24102], [-4.84804, 1.00728, -4.36781], [-5.67473, 3.25527, -3.86833], [-4.42648, 4.71715, -2.31890], [-2.31313, 3.93678, -1.37798], [-1.41765, 1.69190, -1.92223], [1.60910, -2.65311, 2.09695], [2.77618, -2.01119, 1.35595], [4.08593, -2.01024, 2.15794], [4.13975, -1.03793, 3.18217], [3.49275, -1.40798, 4.39114], [2.39262, -0.65221, 0.94645], [1.20043, -2.00839, 2.87258], [0.79372, -2.87371, 1.40459], [1.91042, -3.59280, 2.56040], [2.95154, -2.60159, 0.45044], [4.90088, -1.75833, 1.47299], [4.31041, -3.00675, 2.55775], [3.58622, -2.47834, 4.59293], [2.43936, -1.12076, 4.37170], [3.96936, -0.85870, 5.20297], [3.13500, -0.26415, 0.36917], [2.40665, -0.06981, 1.78089], [-0.93432, -3.94393, 7.88130], [-1.02646, -2.68713, 7.02238], [-0.97111, -2.96741, 5.51172], [0.32326, -3.26232, 5.01254], [0.73501, -4.60623, 5.19639], [0.02122, -1.74971, 7.44098], [0.08074, -4.33679, 7.93700], [-1.24750, -3.72523, 8.90217], [-1.58586, -4.73183, 7.49685], [-1.99616, -2.22419, 7.22763], [-1.28244, -2.05734, 4.99012], [-1.68198, -3.75220, 5.22347], [-0.10139, -5.30508, 5.11469], [1.23599, -4.72890, 6.15870], [1.46142, -4.84159, 4.41742], [-0.10205, -0.87220, 6.94250], [0.90702, -2.10608, 7.09017]],
  "forces_ev_per_a": [[-0.1, 0.1, 0.1], [0.0, -1.0, 0.2], [1.1, 1.2, 1.2], [1.5, 0.4, 0.7], [0.2, -0.9, -1.7], [-0.8, 1.2, 1.9], [0.2, -0.6, 0.0], [-0.9, 1.2, -1.5], [1.2, 0.1, 0.7], [-0.7, -0.1, -0.2], [-1.2, -1.5, -0.1], [0.0, 0.2, 1.1], [-0.1, -0.2, -1.1], [0.6, 0.2, -0.2], [0.6, -0.2, 0.9], [0.4, 0.6, -1.4], [-1.4, -0.6, 0.2], [0.9, -0.5, 0.2], [0.3, 0.7, 0.5], [-1.0, -0.6, -0.6], [0.0, 0.8, 0.8], [-1.9, -1.1, 0.5], [1.1, 0.5, -0.3], [0.8, 0.3, -0.3], [-0.6, -1.0, -0.9], [-0.3, 0.7, 0.2], [-0.5, -0.2, -0.5], [0.2, 1.2, 0.7], [0.7, -0.5, 0.0], [1.2, 0.4, 0.9], [-1.1, -0.2, -0.9], [-0.6, -0.5, -1.1], [0.1, 0.7, 0.0], [-0.1, -0.3, 0.0], [-0.3, 0.1, -0.1], [0.1, 0.1, 0.2], [0.1, -0.1, 0.1], [0.2, -0.1, 0.1], [0.2, -0.4, -0.1], [-0.2, 0.0, 0.0], [-0.1, 0.0, -0.2], [-0.2, 0.0, 0.3], [0.2, 0.1, -0.2], [0.0, -0.2, 0.0], [0.0, 0.3, 0.1], [0.1, 0.1, -0.2], [0.1, 0.0, 0.0], [0.0, 0.0, 0.0], [0.0, 0.0, 0.0], [0.1, 0.1, 0.0], [0.0, 0.1, 0.0], [-0.1, 0.0, 0.0], [-0.1, 0.0, -0.1], [-0.1, -0.2, 0.1], [0.1, 0.0, -0.1], [0.0, 0.0, 0.0], [-0.1, 0.0, 0.0], [-0.2, -0.1, 0.1], [0.3, -0.2, 0.0], [-0.2, 0.3, 0.0], [-0.2, -0.2, 0.0], [0.3, 0.2, 0.0], [-0.1, 0.1, -0.3], [0.0, 0.0, -0.1], [0.0, 0.0, 0.0], [0.0, 0.0, 0.0], [0.0, 0.0, -0.1], [0.1, 0.0, 0.0], [0.1, -0.1, 0.1], [0.0, 0.0, 0.1], [-0.1, -0.2, 0.0], [0.0, 0.0, 0.0], [-0.1, 0.1, 0.1], [0.0, -0.1, 0.1]],
  "homo_energy_ev": -10.752,
  "total_charge": 1,
  "gap_ev": 5.8,
  "de_lowest_kj_mol": 145.0
}


no.,DFT total energy (eV)
1,-56499.8031
2,-7829.6694
3,-75817.8755